Entry from OMol25: a cluster of 10 separate species, C19H48ClN10O21P in total (the ωB97M-V functional and the def2-TZVPD basis).

Last column: Mulliken charge in e.
Cartesian coordinates (Å):
C -1.576 -2.125 3.742  -1.196
C -1.152 -0.734 3.278  0.094
O -1.270 0.151 4.391  -0.395
C -0.537 1.356 4.276  -0.626
C -1.194 2.389 3.391  -0.551
O -1.009 2.134 1.986  -0.107
P -2.178 2.862 1.096  0.253
Cl -3.907 1.719 1.483  -0.359
C -1.882 2.444 -0.658  -0.612
C -0.417 2.245 -1.088  -0.494
C -0.416 2.102 -2.627  -0.546
C 0.726 1.293 -3.268  -1.106
N 0.449 -0.117 -3.551  -0.023
C -0.415 -0.352 -4.636  0.461
C -0.431 -1.749 -5.198  -0.954
O -1.130 0.505 -5.116  -0.548
H -0.696 -2.720 3.992  0.211
H -2.186 -2.624 2.988  0.400
H -2.205 -1.990 4.624  0.247
H -1.838 -0.400 2.489  0.058
H -0.142 -0.702 2.852  0.354
H 0.507 1.168 3.983  0.344
H -0.500 1.798 5.278  0.367
H -2.248 2.439 3.683  0.463
H -0.754 3.368 3.623  0.259
H -2.474 1.573 -0.953  0.333
H -2.236 3.329 -1.197  0.408
H 0.071 1.415 -0.568  0.259
H 0.136 3.159 -0.842  0.413
H -1.349 1.608 -2.910  0.309
H -0.467 3.098 -3.076  0.400
H 0.957 1.773 -4.221  0.406
H 1.635 1.370 -2.661  0.377
H 0.162 -0.639 -2.729  0.264
H -0.849 -2.449 -4.463  0.257
H -1.097 -1.748 -6.061  0.363
H 0.556 -2.099 -5.487  0.184
C 3.666 2.648 5.344  -0.747
N 2.926 3.555 4.422  0.873
O 1.753 3.774 4.666  -0.491
O 3.548 4.015 3.488  -0.528
H 2.986 2.319 6.121  0.311
H 4.026 1.810 4.753  0.288
H 4.496 3.212 5.757  0.301
C 4.209 -1.057 -3.155  -0.364
N 4.992 -0.794 -1.915  0.992
O 5.612 -1.732 -1.441  -0.568
O 4.985 0.332 -1.459  -0.575
H 4.330 -2.115 -3.393  0.207
H 3.166 -0.815 -2.962  0.062
H 4.613 -0.407 -3.926  0.300
C -6.497 1.375 -2.076  -0.764
N -5.054 1.075 -2.302  0.918
O -4.365 1.938 -2.811  -0.502
O -4.659 -0.024 -1.959  -0.541
H -6.697 2.377 -2.429  0.293
H -7.066 0.640 -2.626  0.320
H -6.674 1.289 -1.008  0.295
C 1.614 -5.016 -3.946  -0.806
N 2.614 -3.919 -3.989  0.969
O 2.458 -3.021 -4.794  -0.543
O 3.551 -3.983 -3.212  -0.547
H 0.847 -4.815 -4.686  0.317
H 2.144 -5.939 -4.165  0.267
H 1.197 -5.034 -2.943  0.317
C 6.656 -2.077 1.564  -0.645
N 6.578 -3.189 2.551  0.887
O 7.491 -3.992 2.582  -0.524
O 5.591 -3.223 3.263  -0.536
H 7.576 -2.181 1.003  0.286
H 5.794 -2.157 0.912  0.244
H 6.635 -1.143 2.117  0.290
C -10.906 2.785 -4.075  -0.710
N -9.758 2.517 -3.165  0.848
O -8.934 1.690 -3.512  -0.517
O -9.719 3.147 -2.127  -0.514
H -10.802 2.154 -4.950  0.319
H -11.814 2.555 -3.526  0.281
H -10.871 3.837 -4.340  0.277
C -0.033 -2.523 6.663  -0.634
N 0.489 -2.143 8.006  0.870
O 0.690 -3.031 8.811  -0.547
O 0.680 -0.958 8.203  -0.542
H -0.149 -3.600 6.633  0.336
H -0.985 -2.021 6.531  0.240
H 0.688 -2.186 5.926  0.264
C -1.687 7.004 1.752  -0.685
N -1.332 6.511 0.394  0.892
O -2.231 6.099 -0.312  -0.481
O -0.155 6.544 0.088  -0.535
H -2.758 6.906 1.881  0.302
H -1.146 6.393 2.468  0.225
H -1.372 8.042 1.813  0.300
C 5.471 -6.765 -1.694  -0.707
N 5.502 -7.072 -3.151  0.867
O 4.462 -6.961 -3.777  -0.508
O 6.568 -7.411 -3.620  -0.527
H 4.462 -6.476 -1.426  0.260
H 5.781 -7.662 -1.166  0.307
H 6.171 -5.953 -1.520  0.293

The calculation puts the highest occupied orbital energy at -8.48 eV. The charge is 0. Its total energy is -3681.05344 a.u. As for the spin multiplicity: 1. The calculation puts the energy above the lowest of the compared OMol25 structures with the same formula, charge and spin at 0.0000 eV.



Entry from OMol25: a cluster of 5 separate species, C19H48F4N5O5 in total (the ωB97M-V functional and the def2-TZVPD basis).

Last column: Mulliken charge in e.
Cartesian coordinates (Å):
N 0.319 -0.630 -0.998  0.302
C -1.083 -1.107 -1.016  -0.935
F -1.083 -1.992 -2.144  -0.283
C -1.836 0.094 -1.487  -0.421
O -3.215 -0.155 -1.862  -0.152
C -3.994 -0.785 -0.980  0.900
F -3.798 -0.438 0.306  -0.209
F -5.288 -0.433 -1.272  -0.330
F -3.965 -2.136 -1.081  -0.222
H 0.877 -1.443 -1.202  0.161
H 0.541 -0.288 -0.079  0.041
H -1.370 0.489 -2.405  0.012
H -1.775 0.873 -0.739  0.185
C 3.808 2.079 3.666  -1.402
C 3.708 1.782 2.173  0.413
C 2.282 1.873 1.613  -0.276
O 1.470 0.757 1.910  -0.258
C 0.812 0.797 3.161  -0.712
N 4.323 0.481 1.901  -0.789
H 3.415 1.260 4.268  0.146
H 4.851 2.220 3.953  0.392
H 3.260 2.987 3.924  0.347
H 4.298 2.541 1.649  0.408
H 2.348 1.897 0.521  -0.168
H 1.786 2.802 1.927  0.430
H 0.495 1.813 3.417  0.389
H 1.440 0.396 3.960  0.155
H -0.072 0.165 3.082  0.252
H 4.338 0.329 0.896  0.276
H 3.687 -0.233 2.248  0.360
C -0.273 -2.695 8.493  -1.442
C -1.110 -1.933 7.472  0.354
C -0.316 -1.475 6.240  -0.717
O 0.498 -0.338 6.457  -0.367
C 1.780 -0.604 6.989  -0.743
N -1.787 -0.820 8.145  -0.758
H 0.392 -2.034 9.049  0.276
H -0.922 -3.185 9.219  0.362
H 0.334 -3.463 8.010  0.346
H -1.883 -2.616 7.108  0.424
H -1.030 -1.178 5.468  0.343
H 0.281 -2.296 5.825  0.438
H 2.192 -1.538 6.595  0.332
H 1.764 -0.645 8.082  0.292
H 2.434 0.217 6.693  0.249
H -2.421 -0.371 7.491  0.283
H -1.087 -0.110 8.343  0.323
C -5.973 -1.917 -6.207  -1.583
C -5.104 -1.763 -4.962  0.459
C -3.891 -0.846 -5.159  -0.034
O -2.818 -1.440 -5.872  -0.340
C -2.906 -1.358 -7.274  -0.699
N -4.718 -3.091 -4.478  -0.774
H -5.499 -2.548 -6.959  0.283
H -6.923 -2.384 -5.946  0.380
H -6.186 -0.946 -6.661  0.341
H -5.720 -1.299 -4.187  0.360
H -3.489 -0.602 -4.176  -0.241
H -4.177 0.104 -5.634  0.417
H -3.344 -0.406 -7.595  0.324
H -3.489 -2.184 -7.695  0.226
H -1.893 -1.425 -7.672  0.255
H -4.225 -2.989 -3.594  0.311
H -4.012 -3.453 -5.114  0.323
C 3.814 2.513 -4.802  -1.470
C 3.088 3.266 -3.692  0.325
C 3.466 2.797 -2.280  -0.864
O 2.851 1.593 -1.891  -0.026
C 3.512 0.411 -2.296  -0.872
N 1.646 3.195 -3.934  -0.769
H 3.424 1.504 -4.929  0.285
H 3.683 3.031 -5.752  0.359
H 4.885 2.445 -4.598  0.343
H 3.386 4.317 -3.763  0.434
H 3.107 3.550 -1.570  0.280
H 4.558 2.734 -2.158  0.505
H 4.602 0.529 -2.255  0.424
H 3.209 0.110 -3.301  0.217
H 3.214 -0.383 -1.612  0.182
H 1.162 3.772 -3.252  0.295
H 1.335 2.250 -3.718  0.337

The calculation puts the highest occupied orbital energy at -1.69 eV. The charge is -1. Its total energy is -1802.07066 a.u. As for the spin multiplicity: 1.



no.,Kohn-Sham gap (eV)
1,8.156
2,4.085